# C46H119N9O14

9 unconnected molecules or ions with the total composition C46H119N9O14 in a non-equilibrium geometry (the ωB97M-V functional and the def2-TZVPD basis, the Open Molecules 2025 dataset).

Values from the calculation:
⟨S²⟩: 0.750
Total charge: -1
E_HOMO (spin up / spin down) in eV: 0.7 / -6.2
2S+1: 2
Total energy in eV: -91690.6432
HOMO-LUMO gap (spin up / spin down) in eV: 1.2 / 8.2

Last column: Löwdin charge in e.
Element x y z (Å)
C (-3.83192, 3.44628, 0.72527)  -0.078
O (-3.91586, 4.66441, 1.47592)  -0.205
C (-2.67487, 5.24011, 1.74131)  -0.212
C (-3.01905, 6.70928, 2.18995)  -0.229
N (-3.71418, 6.82661, 3.40741)  -0.048
C (-3.91441, 8.23566, 3.69488)  -0.264
C (-4.80644, 8.49397, 4.82434)  -0.225
O (-6.09329, 7.93814, 4.57309)  -0.183
C (-7.16217, 8.39770, 5.36560)  -0.131
H (-3.08328, 3.65169, -0.03986)  0.067
H (-4.80752, 3.22759, 0.29112)  0.085
H (-3.49526, 2.66546, 1.40725)  0.072
H (-1.94342, 5.34270, 0.93970)  0.100
H (-2.28176, 4.66089, 2.57682)  0.109
H (-3.74683, 7.14235, 1.50373)  0.116
H (-2.08848, 7.27633, 2.21449)  0.111
H (-4.67373, 6.54734, 3.26125)  0.109
H (-4.31845, 8.76873, 2.83425)  0.115
H (-2.98845, 8.79613, 3.82358)  0.125
H (-5.12016, 9.49823, 5.10919)  0.122
H (-4.20542, 8.03958, 5.61199)  0.123
H (-7.36255, 9.39939, 5.74583)  0.083
H (-7.10520, 7.75613, 6.24494)  0.084
H (-8.11644, 8.11962, 4.91823)  0.082
C (5.13472, 5.28910, 0.59650)  -0.180
O (3.94539, 4.83912, 0.17041)  -0.203
C (3.87476, 4.89895, -1.22217)  -0.261
C (4.54257, 3.72918, -1.94832)  -0.262
N (4.01016, 2.48899, -1.47809)  -0.060
C (4.35236, 1.26285, -2.36208)  -0.136
C (3.78704, 0.00098, -1.71879)  -0.360
O (3.80428, -1.01593, -2.58219)  -0.172
C (3.00379, -2.15077, -2.05861)  -0.031
H (5.09339, 5.27823, 1.68566)  0.087
H (5.11696, 6.34436, 0.32410)  0.091
H (5.89635, 4.64138, 0.16234)  0.088
H (4.10331, 5.86081, -1.68118)  0.111
H (2.79401, 4.92166, -1.36204)  0.113
H (5.62722, 3.63001, -1.90601)  0.106
H (4.28300, 3.85268, -2.99973)  0.109
H (4.25877, 2.49558, -0.49918)  0.103
H (5.41999, 1.04361, -2.37723)  0.107
H (3.91487, 1.30602, -3.35949)  0.112
H (2.78862, 0.08367, -1.28937)  0.090
H (4.34700, -0.18939, -0.80320)  0.114
H (1.97401, -1.84547, -1.87298)  0.067
H (3.53286, -2.39807, -1.13828)  0.078
H (3.02468, -3.02561, -2.70847)  0.068
C (-1.33904, 2.04434, 3.99711)  -0.117
O (-0.54591, 2.65854, 2.98857)  -0.244
C (-0.16069, 1.68647, 1.98196)  -0.182
C (0.56635, 2.47233, 0.86690)  -0.189
N (1.01715, 1.72972, -0.31071)  -0.045
C (-0.04675, 0.93898, -0.97254)  -0.173
C (0.21792, 0.73047, -2.51436)  -0.141
O (0.04417, -0.68726, -2.78390)  -0.251
C (-1.10387, -1.49141, -2.44438)  -0.110
H (-0.81166, 1.19373, 4.42890)  0.062
H (-2.25707, 1.63871, 3.57194)  0.072
H (-1.72481, 2.77677, 4.70620)  0.082
H (-1.05156, 1.19774, 1.58748)  0.111
H (0.53005, 1.14371, 2.62723)  0.113
H (1.37608, 3.11627, 1.21009)  0.107
H (-0.11589, 3.26135, 0.55054)  0.093
H (1.82006, 2.06112, -0.82609)  0.065
H (-0.96731, 1.51814, -1.04486)  0.099
H (-0.25677, -0.04023, -0.54226)  0.081
H (1.24274, 0.94956, -2.81410)  0.104
H (-0.43094, 1.39966, -3.07938)  0.094
H (-0.93460, -2.31276, -3.14068)  0.067
H (-2.02203, -0.96228, -2.69953)  0.074
H (-1.13348, -1.91046, -1.43859)  0.064
C (-1.22444, -7.62577, -1.74425)  -0.064
O (-1.01641, -6.30954, -1.01797)  -0.212
C (0.07557, -5.51461, -1.59784)  -0.183
C (1.47588, -6.20081, -1.85796)  -0.150
N (1.50358, -7.12391, -3.06852)  -0.059
C (2.87046, -7.37273, -3.43242)  -0.232
C (2.96399, -7.63773, -4.91292)  -0.230
O (4.34805, -7.76530, -5.19733)  -0.219
C (4.76059, -8.04177, -6.55921)  -0.084
H (-0.46308, -8.35426, -1.46544)  0.076
H (-1.33794, -7.43944, -2.81218)  0.057
H (-2.20482, -8.04109, -1.51087)  0.070
H (0.22209, -4.68145, -0.91046)  0.099
H (-0.22338, -5.03282, -2.52876)  0.087
H (1.87437, -6.63959, -0.94321)  0.114
H (2.12345, -5.39382, -2.20075)  0.084
H (1.03182, -6.71625, -3.86311)  0.055
H (3.30244, -8.14157, -2.79183)  0.125
H (3.48788, -6.48185, -3.31731)  0.107
H (2.62792, -6.80309, -5.52817)  0.092
H (2.47048, -8.52244, -5.31520)  0.120
H (4.83720, -7.03075, -6.95930)  0.073
H (4.00232, -8.56630, -7.14057)  0.078
H (5.74491, -8.49749, -6.66653)  0.080
C (-1.20486, -9.15431, -7.26058)  -0.095
O (-1.15441, -7.70787, -7.22815)  -0.194
C (-1.28093, -7.28828, -5.89518)  -0.245
C (-1.05415, -5.72577, -5.78157)  -0.145
N (0.42544, -5.47365, -5.70039)  -0.067
C (0.83630, -4.07157, -5.61133)  -0.221
C (2.25278, -3.81766, -5.85354)  -0.260
O (2.47267, -3.60523, -7.22057)  -0.174
C (3.72159, -3.01215, -7.48022)  -0.116
H (-2.20930, -9.42709, -6.93688)  0.084
H (-0.44147, -9.66370, -6.67249)  0.082
H (-1.01948, -9.46996, -8.28727)  0.083
H (-0.40683, -7.74170, -5.42780)  0.094
H (-2.14547, -7.68821, -5.36532)  0.112
H (-1.55177, -5.30349, -4.90856)  0.103
H (-1.49409, -5.29513, -6.68107)  0.109
H (0.83074, -5.69020, -6.59981)  0.103
H (0.65406, -3.93302, -4.54564)  0.099
H (0.15754, -3.36378, -6.08714)  0.128
H (2.91815, -4.55904, -5.41113)  0.122
H (2.51152, -2.96820, -5.22142)  0.116
H (4.46245, -3.79310, -7.30898)  0.081
H (3.85387, -2.10404, -6.89208)  0.090
H (3.80655, -2.81072, -8.54808)  0.085
C (-3.99046, 1.46629, -3.86528)  -0.107
C (-3.93999, 2.91655, -4.29785)  -0.453
C (-2.50616, 3.48390, -4.21713)  -0.209
O (-1.99957, 3.54076, -2.89449)  -0.209
C (-1.59173, 4.83783, -2.47330)  -0.130
N (-4.58587, 2.96675, -5.60920)  0.019
H (-3.57310, 0.76871, -4.59144)  0.073
H (-5.05032, 1.23346, -3.76234)  0.069
H (-3.47884, 1.40350, -2.90486)  0.065
H (-4.64814, 3.46277, -3.67473)  0.133
H (-2.58229, 4.45162, -4.71290)  0.115
H (-1.80978, 2.90165, -4.82058)  0.116
H (-0.56388, 5.08722, -2.73682)  0.071
H (-1.38265, 4.86840, -1.40398)  0.049
H (-2.40361, 5.55005, -2.62060)  0.091
H (-5.41872, 2.39816, -5.66542)  0.061
H (-3.89929, 2.39872, -6.08467)  0.054
C (1.34829, -5.41007, 2.89535)  -0.053
C (2.68249, -4.57333, 2.68604)  -0.392
C (2.34132, -3.33082, 1.88182)  -0.265
O (1.23531, -2.64065, 2.35772)  -0.181
C (0.91308, -1.62857, 1.45439)  -0.122
N (2.99997, -4.18429, 4.02942)  0.017
H (1.12208, -5.96888, 1.98725)  0.057
H (0.54478, -4.71526, 3.13965)  0.069
H (1.19324, -6.25869, 3.56161)  0.067
H (3.53515, -5.06258, 2.21519)  0.132
H (2.12080, -3.58358, 0.84472)  0.104
H (3.23815, -2.71207, 1.85110)  0.120
H (0.80714, -2.00940, 0.43859)  0.072
H (1.64174, -0.82191, 1.53459)  0.089
H (-0.04625, -1.21953, 1.77139)  0.081
H (2.15425, -3.89462, 4.49948)  0.061
H (3.51868, -3.31783, 4.01274)  0.061
C (-1.21488, 5.56443, 7.13233)  -0.086
C (0.12104, 6.08720, 6.65367)  -0.419
C (0.75059, 5.03868, 5.62477)  -0.221
O (1.87064, 5.53551, 4.98451)  -0.212
C (2.05429, 5.19130, 3.58557)  -0.079
N (-0.10255, 7.38181, 6.03511)  0.039
H (-2.01719, 5.41458, 6.40987)  0.072
H (-1.54676, 6.24914, 7.91281)  0.075
H (-1.02389, 4.55601, 7.49935)  0.069
H (0.81024, 6.15302, 7.49555)  0.133
H (0.09069, 4.74330, 4.80906)  0.102
H (0.96622, 4.11539, 6.16251)  0.117
H (2.84384, 5.90655, 3.35505)  0.081
H (1.18454, 5.35264, 2.94872)  0.079
H (2.39407, 4.16192, 3.47147)  0.079
H (0.72720, 7.53460, 5.47990)  0.055
H (-0.71621, 7.19432, 5.25514)  0.058
C (-1.31924, -1.51241, 5.51979)  -0.065
C (-2.33298, -1.52762, 6.66099)  -0.406
C (-2.08922, -0.42622, 7.71090)  -0.181
O (-0.79258, -0.43741, 8.32957)  -0.209
C (-0.13097, -1.60821, 8.75093)  -0.112
N (-3.77464, -1.61430, 6.19297)  0.020
H (-0.67366, -2.38726, 5.59690)  0.069
H (-0.62936, -0.67884, 5.38811)  0.058
H (-1.88148, -1.53622, 4.58629)  0.069
H (-2.33695, -2.57634, 6.95805)  0.120
H (-2.80992, -0.54422, 8.52007)  0.104
H (-2.34365, 0.58220, 7.38464)  0.122
H (0.53921, -1.89273, 7.93976)  0.080
H (-0.84475, -2.39479, 8.99568)  0.085
H (0.44102, -1.33101, 9.63641)  0.084
H (-4.32096, -1.45862, 7.02809)  0.050
H (-4.08451, -0.93793, 5.50990)  0.050